[1]
# C37H48AsLiN4O2SSi

A molecular structure, C37H48AsLiN4O2SSi (ωB97M-V with the def2-TZVPD basis set, the Open Molecules 2025 dataset).

XYZ file:
```
95
Properties=species:S:1:pos:R:3:forces:R:3:lowdin_charge:R:1
H 3.77331 -0.31115 4.15272 0.0 0.0 0.0 0.026
C -1.46730 0.77171 2.90961 0.1 -0.1 -0.1 -0.192
C -1.42652 -3.97168 1.55209 0.0 0.0 0.0 -0.038
C 1.87866 3.88004 -0.39250 0.0 0.0 0.0 -0.118
H -2.81621 -3.70379 -1.61300 0.0 0.0 0.0 0.009
C 2.43326 4.16502 -1.63657 0.0 0.0 0.0 -0.136
C -0.50872 -0.98999 -3.20625 0.0 0.1 0.0 -0.309
C -1.65773 2.02504 -5.79289 0.0 0.0 0.0 -0.078
N -1.40317 1.17347 1.64271 0.1 0.1 0.0 0.148
C 1.89686 1.46653 -0.85275 0.0 0.0 0.0 -0.416
S 1.85709 1.14979 4.19807 0.0 0.0 0.0 0.765
H -0.07589 -0.00439 -3.03989 0.0 0.0 0.0 -0.003
N 1.55386 0.19215 -0.47864 0.0 0.2 0.0 -0.159
C 2.47123 1.78987 -2.10816 0.0 0.0 0.0 -0.069
H 0.79771 -2.74857 0.10484 0.0 0.0 0.0 -0.008
H -1.85459 -3.07908 1.11438 0.0 0.0 0.0 0.085
H -1.97218 1.19123 4.94655 0.0 0.0 0.0 0.125
C 0.17231 -4.99473 3.01922 0.0 0.0 0.0 -0.040
Li -0.24085 0.07511 0.22373 -0.1 -0.2 0.0 0.434
O -1.69784 4.15985 -0.25889 0.0 0.1 0.0 0.008
H 0.04799 2.88958 -2.33966 0.0 0.0 0.0 0.112
C -1.96747 1.56271 3.93242 0.0 -0.1 0.0 0.016
H -4.14218 -1.22071 -1.65518 0.0 0.0 0.0 0.019
H 2.74348 -1.04712 2.06580 0.1 0.0 0.0 -0.013
C 2.73220 3.09978 -2.48169 0.0 0.0 0.0 -0.120
H -1.07863 -0.99428 -4.13602 0.0 0.0 0.0 0.027
H -2.13843 -3.42885 -3.22859 0.0 0.0 0.0 0.026
O -0.77530 -0.92683 4.45659 0.0 0.0 0.0 -0.013
H -0.60547 5.06635 -1.75499 0.0 0.0 0.0 0.123
C -3.76979 2.06485 -4.65021 0.0 0.0 0.0 -0.082
H 3.51776 1.86426 2.59731 0.0 0.0 0.0 0.031
H -2.67639 -5.32601 0.45643 0.0 0.0 0.0 0.097
H 0.67100 -2.25461 5.08671 0.0 0.0 0.0 0.117
H 2.29211 -3.58511 -0.33999 -0.1 0.0 0.0 0.036
C -1.82117 2.40046 1.34769 -0.1 -0.1 0.0 -0.172
H -3.53930 1.60161 -6.73429 0.0 0.0 0.0 0.101
H 4.06544 -2.07780 1.44900 0.0 0.0 0.0 0.029
H -2.31947 4.73748 -2.14193 0.0 0.0 0.0 0.125
H 3.59763 -1.28664 -2.70399 0.0 0.0 0.0 0.022
H -3.37050 0.30414 -2.11780 0.0 -0.1 0.0 -0.021
H 0.06451 2.47262 -4.58433 0.0 0.0 0.0 0.116
H -1.66367 -7.35292 1.43282 0.0 0.0 0.0 0.101
C -3.03604 1.87088 -5.81417 0.0 0.0 0.0 -0.089
H -1.08058 1.87661 -6.69660 0.0 0.0 0.0 0.103
H 4.18145 -0.31115 1.36018 0.0 0.0 0.0 0.025
C -2.42734 2.82717 3.61035 0.0 0.1 0.0 -0.022
C -3.12381 2.40999 -3.47318 0.0 0.1 0.0 -0.065
H 4.59989 -0.25172 -1.67642 0.0 0.0 0.0 0.025
H 1.20547 2.35756 0.96998 0.0 0.0 0.0 0.085
H -2.66424 4.25467 2.00814 0.0 0.0 0.0 0.122
H -1.08288 -3.93795 -1.88700 0.0 0.0 0.0 0.012
C -0.20228 -2.25289 4.43872 0.0 0.0 -0.1 -0.058
C -0.40098 -3.84597 2.47706 0.1 0.0 0.0 -0.197
C -1.30938 -6.37324 1.72741 0.0 0.0 0.0 -0.089
C 3.99741 -1.16447 -1.69199 0.0 0.0 -0.1 -0.186
C -1.41882 4.35225 -1.66751 0.1 -0.1 0.1 -0.048
C -1.94796 -3.33479 -2.15898 0.0 0.0 0.0 -0.331
H 1.27916 -2.85294 -1.58857 0.0 0.0 0.0 0.004
H 3.68715 0.61387 5.68029 0.0 0.0 0.0 0.035
N -0.47874 -1.34965 2.25856 0.1 0.0 -0.1 0.167
H 1.64633 4.68953 0.29305 0.0 0.0 0.0 0.102
H 2.64239 5.18549 -1.93238 0.0 0.0 0.0 0.089
H 1.19237 -2.46729 2.75996 0.0 0.0 0.0 0.136
C -1.74069 2.55328 -3.44121 0.0 0.0 0.1 -0.190
C -2.34902 3.26349 2.29906 0.0 0.0 0.0 0.025
C 3.11097 0.07947 4.92535 0.0 -0.1 0.0 -0.408
C -1.62138 2.83025 -0.05525 0.0 0.0 0.0 -0.342
C -0.89107 -0.56809 3.16209 0.0 0.1 0.0 -0.361
H 0.98795 -4.90540 3.72995 0.0 0.0 0.0 0.119
H 0.18102 -7.13550 3.07567 0.0 0.0 0.0 0.103
H -3.54453 -0.99815 -3.31705 0.0 0.0 0.0 0.028
H 2.68729 0.97939 -2.79596 0.0 0.0 0.0 0.092
H 0.30801 -1.70901 -3.27072 0.0 0.0 0.0 0.013
C -3.35765 -0.77338 -2.26692 0.0 0.0 0.0 -0.327
C -1.02872 2.94467 -2.17041 0.0 0.0 0.0 -0.226
C -1.01446 2.36402 -4.60973 0.0 0.0 0.0 -0.033
H -2.82483 3.47676 4.37905 0.0 0.0 0.0 0.117
C -0.27685 -6.25144 2.64905 0.0 0.0 0.0 -0.081
C -1.87821 -5.23335 1.18210 0.0 0.0 0.0 -0.078
H 3.62753 2.78246 4.13017 0.0 0.0 0.0 0.037
Si 2.62148 -1.11849 -0.40474 0.0 0.0 0.0 0.319
C 0.11503 -2.50637 2.94378 0.0 0.0 0.0 -0.241
H -0.94402 -2.95261 4.82052 0.0 0.0 0.0 0.132
H 4.66565 -2.00862 -1.49341 0.0 0.0 0.0 0.025
C 1.65672 -2.72252 -0.57046 0.0 -0.1 0.0 -0.176
As -1.62682 -1.46241 -1.67482 0.0 0.0 0.1 1.048
C 3.49315 -1.16021 1.27399 0.0 0.0 0.1 -0.178
C 2.95184 2.33708 3.39996 0.0 0.0 0.0 -0.409
N -1.32423 2.06554 -1.01761 -0.1 0.0 0.0 0.184
C 1.62365 2.57245 -0.01056 0.0 0.0 0.0 -0.079
H 3.17072 3.29405 -3.45525 0.0 0.0 0.0 0.097
H 2.33167 3.12189 2.96859 0.0 0.0 0.0 0.021
H -3.69862 2.55712 -2.56434 0.0 0.0 0.0 0.118
H 2.59801 -0.75595 5.40248 0.0 0.0 0.0 0.019
H -4.84576 1.94422 -4.66068 0.0 0.0 0.0 0.105
```
Positions in Å, forces in eV/Å.

electronic energy = -128963.51805 eV
LUMO energy = -0.0061 Ha
max |F| = 0.226 eV Å⁻¹
ΔE to the lowest compared entry with this formula, charge and spin = 10.8 kJ/mol
HOMO level = -6.5 eV



[2]
# C37H48BN12O2Sn

A molecular structure, C37H48BN12O2Sn in a non-equilibrium geometry (ωB97M-V with the def2-TZVPD basis set, the Open Molecules 2025 dataset).

XYZ file:
```
101
Properties=species:S:1:pos:R:3:forces:R:3:nbo_charge:R:1
C 6.09786 -0.48191 0.60418 -0.1 0.0 0.0 -0.412
H 3.73066 1.47544 -3.14661 0.0 0.0 0.0 0.207
H -2.68203 4.45172 0.19499 0.0 0.0 0.1 0.208
C -1.33873 -2.74507 -1.89441 0.1 0.1 -0.4 0.200
H -1.09057 -1.15172 -5.68936 0.0 0.0 0.0 0.218
H -4.42595 -0.96127 -2.05987 -0.1 0.0 0.0 0.220
C -1.58809 -0.65063 0.89120 0.2 0.1 0.0 -0.523
C -4.43143 -0.03944 -2.63641 0.0 0.1 0.0 -0.641
N 0.50745 -1.57703 -1.48300 -0.2 0.2 0.0 -0.274
H 0.62762 6.03409 2.73848 0.0 0.0 0.0 0.215
C 1.73433 -2.71707 1.88372 -0.3 0.4 1.0 -0.239
H -4.74141 2.53400 4.43636 0.0 0.0 0.0 0.399
C 3.39407 -1.18402 1.16992 0.1 0.1 0.0 0.634
N -2.15240 0.79276 -1.92562 -0.1 0.2 -0.1 -0.359
C 0.53393 0.67523 3.12604 -0.1 -0.1 -0.3 0.191
H 6.01729 -1.07852 2.66713 0.0 0.0 0.0 0.176
H -1.97900 0.36987 -5.67428 0.0 0.0 0.0 0.217
C 2.97969 2.18582 -3.50483 -0.1 -0.1 0.0 -0.627
N 0.90449 1.04258 -2.88764 0.0 0.0 0.2 -0.239
H 6.03686 -0.95485 -0.37853 0.1 0.0 0.0 0.213
H 2.81674 -2.42170 -0.92410 0.0 -0.2 -0.1 0.235
N -0.39593 3.03219 1.63923 -0.2 0.0 0.3 -0.463
C 5.80859 -1.51407 1.68041 0.0 0.0 -0.1 -0.191
H -3.44739 -2.50175 -1.62976 0.1 -0.1 0.0 0.220
C 5.03426 0.59864 0.69028 0.0 -0.1 0.0 -0.207
H -3.09395 0.89774 0.95375 0.0 0.0 0.0 0.191
O -3.57957 4.67657 4.78536 0.0 0.0 -0.1 -0.628
H -3.57207 1.85952 3.37724 0.0 0.0 0.1 0.405
N 4.43178 -1.97796 1.61164 0.0 0.0 -0.1 -0.471
C 0.76205 -2.84595 -1.21825 0.1 -0.2 -0.4 0.126
C -1.49984 2.91905 2.37300 -0.2 0.3 -0.4 0.123
B -1.30486 -0.26467 -2.74372 0.3 0.3 0.3 0.591
H -2.95485 -2.75323 -3.30654 0.0 0.0 0.1 0.224
C -3.80785 2.23256 -1.61886 -0.1 0.0 0.3 -0.385
C -3.81897 -2.39120 1.07103 0.1 0.2 0.0 -0.230
H -1.51927 5.83630 4.03586 0.0 0.0 0.0 0.236
H 4.92293 -3.62058 2.77909 0.0 0.0 0.0 0.195
H 0.80819 -2.53246 2.43390 0.0 0.0 0.1 0.213
C -3.21957 3.79671 4.02069 -0.2 -0.1 0.1 0.668
C 2.14620 -3.27838 -0.84652 0.4 -0.3 -1.0 -0.623
H 1.90026 0.69590 4.81553 -0.1 0.0 0.0 0.201
N -5.88557 -3.93929 1.24379 0.1 0.0 0.0 -0.370
H 2.51344 -4.33768 3.09177 0.0 0.0 0.0 0.208
C -2.89598 -0.16767 1.00788 0.1 0.1 -0.1 -0.188
N -3.96727 2.67659 3.81231 0.2 0.0 0.0 -0.811
H -2.03904 -0.71232 -3.58363 0.0 0.0 0.2 -0.067
C -2.75117 -3.04098 -2.27216 0.1 0.1 -0.1 -0.637
N 3.75117 -0.03640 0.49563 -0.1 -0.1 0.1 -0.636
C -0.98999 -0.07164 -5.81528 0.0 0.0 0.1 -0.635
C -2.58691 2.78785 -1.19805 0.2 -0.1 -0.2 0.133
C 1.17707 1.16489 -5.11216 0.0 0.0 0.0 -0.378
Sn 0.30543 0.61293 0.59606 0.3 -0.1 0.9 1.118
H 7.09837 -0.06748 0.73780 0.0 0.0 0.0 0.208
C -2.53409 -2.90410 0.89680 -0.1 0.0 0.3 -0.191
H -4.78865 2.68479 -1.58202 0.1 0.0 -0.1 0.210
C -1.18300 5.05288 3.36862 0.1 0.1 0.1 -0.107
H 2.20099 -3.67111 0.17438 0.8 -0.3 -2.0 0.183
H -0.66189 0.13053 -6.83509 0.0 0.0 0.0 0.209
H -2.07595 2.02723 2.18244 0.0 -0.1 0.1 0.203
C -4.96068 -3.25704 1.16920 0.0 0.0 0.0 0.309
H -2.39376 -3.97587 0.81041 0.0 0.0 0.0 0.213
C 4.12574 -3.30954 2.10339 0.0 0.0 0.0 -0.199
H -2.94050 -4.10841 -2.16034 0.0 0.0 0.0 0.215
H 1.86931 -0.81430 3.86978 0.0 0.0 0.0 0.216
H -5.44310 0.36572 -2.61964 0.0 0.0 0.0 0.213
C -3.49291 0.96969 -2.06305 0.2 0.0 -0.2 0.202
C 2.78374 -3.31731 2.81328 0.0 0.1 -0.1 -0.415
N -0.13706 0.43606 -3.49613 -0.3 -0.3 0.0 -0.337
H 2.48937 -4.06186 -1.52586 0.0 0.0 -0.1 0.204
H 2.85892 -2.72163 3.72521 0.0 0.0 0.0 0.204
N -1.59588 1.91664 -1.36542 -0.3 -0.2 -0.3 -0.284
H 3.38051 2.69077 -4.38403 0.0 0.0 0.0 0.201
C 0.35042 4.11982 1.80761 0.1 -0.1 -0.3 0.071
H -2.85374 4.87115 -1.50781 0.0 0.0 0.0 0.210
C -0.37735 -3.63656 -1.47227 0.1 -0.1 -0.1 -0.389
H 1.49621 -3.43884 1.09039 -0.9 0.6 1.8 0.193
H 1.59200 1.38971 -6.08418 0.0 0.0 0.1 0.202
C 1.70076 1.48079 -3.84011 0.0 0.0 -0.1 0.112
H 2.81245 2.92405 -2.71796 0.0 0.0 0.0 0.217
H 5.10715 1.10530 1.66356 0.0 0.0 0.0 0.168
C 1.84404 0.27579 3.80668 0.2 0.0 -0.1 -0.732
H 6.46570 -2.37695 1.55911 0.0 0.0 0.0 0.197
H -0.49259 -4.70461 -1.35030 0.0 0.1 0.0 0.212
H -4.16538 -0.28130 -3.66668 -0.1 -0.1 0.0 0.223
H -0.47093 -2.47117 0.63586 -0.4 0.1 0.2 0.218
C -3.99507 -1.00575 1.10794 -0.1 -0.1 0.0 -0.199
H 5.17040 1.34974 -0.08699 0.0 0.0 0.0 0.210
H 4.10072 -4.02089 1.26843 0.1 0.0 0.0 0.184
N -0.78855 -1.49991 -1.89896 0.3 -0.4 -0.6 -0.367
H 2.70377 0.59445 3.20984 0.0 -0.1 0.0 0.198
C -0.00017 0.49813 -4.84690 0.0 0.0 0.0 0.171
H 2.95427 0.53286 0.23351 0.0 0.0 0.0 0.422
H -1.26472 4.41630 -0.86489 0.0 0.0 0.0 0.228
N 2.14600 -1.46254 1.28071 -0.3 -0.2 0.1 -0.605
C -2.33225 4.21321 -0.80997 0.1 -0.2 0.1 -0.635
H -4.99570 -0.59784 1.18960 0.0 0.0 0.0 0.212
O -0.33820 1.06445 3.89127 -0.2 0.0 -0.1 -0.676
C -1.95400 3.91157 3.23440 0.1 -0.1 0.0 -0.204
C -0.00203 5.15929 2.65081 -0.1 0.0 0.1 -0.279
C -1.45329 -2.04205 0.81071 0.1 0.2 0.6 -0.164
H 1.25794 4.16660 1.21001 0.0 0.0 0.0 0.198
```
Positions in Å, forces in eV/Å.

total charge = -1
electronic energy = -67634.51043 eV
LUMO energy = 0.0848 Ha
max |F| = 2.173 eV Å⁻¹
HOMO level = -3.8 eV



[3]
# C37H48Cl2OP4W

A molecular structure, C37H48Cl2OP4W in a non-equilibrium geometry (ωB97M-V with the def2-TZVPD basis set, the Open Molecules 2025 dataset).

XYZ file:
```
93
Properties=species:S:1:pos:R:3:forces:R:3:lowdin_charge:R:1
O 0.28421 -1.18508 -2.07974 -0.8 0.7 0.6 -0.026
P -2.60246 2.83370 0.57229 -0.2 0.6 -0.1 0.635
C 3.31527 -4.43638 -0.28197 0.0 -0.1 0.1 -0.078
H 0.23318 -2.46537 4.02987 -0.1 -0.3 0.1 0.098
C 0.03287 2.25429 -1.77824 0.0 -0.6 -0.6 -0.281
C -1.82568 -5.01866 4.98461 0.2 0.1 -0.2 -0.064
H 2.13786 1.22794 -4.82273 -0.1 -0.2 0.0 0.075
H 2.60904 3.79931 3.40314 0.2 0.3 -0.2 0.085
H -3.98936 -4.84654 -2.54400 0.2 0.1 0.2 0.114
H -1.29632 3.27079 -4.48318 0.2 -0.2 -0.1 0.077
C -3.42005 -3.23733 -1.21654 -0.1 0.1 -0.1 -0.080
H -0.41871 2.82399 -5.97069 0.0 0.0 0.2 0.081
C -0.44171 0.28184 -0.25287 1.1 0.7 1.5 -0.237
C -3.50378 1.56437 1.48993 -0.1 -0.2 0.0 -0.237
H -0.07965 -5.16659 -0.75790 -0.3 0.1 0.0 0.110
H -2.60845 -1.79492 0.17118 -0.1 -0.3 0.0 0.090
H 2.93220 1.80048 -1.47210 0.1 0.2 0.1 0.042
H 1.25685 0.01824 -5.81459 0.2 0.1 0.2 0.075
C -0.47573 -3.29131 3.95118 -0.2 -0.4 -0.4 -0.109
H 0.22543 -0.36836 1.81405 0.2 0.1 0.2 0.029
C 3.38216 6.97203 2.42151 0.0 -0.4 -0.1 -0.051
H 3.63486 7.94870 2.84314 -0.1 -0.4 -0.2 0.118
H 0.71085 -5.54445 2.38207 0.1 0.0 -0.3 0.107
C -1.54151 0.13071 -4.91370 -0.1 0.0 -0.2 -0.156
C 1.28884 -3.99365 0.98062 0.5 0.2 0.0 -0.382
H -4.43774 3.12452 -0.97177 0.2 0.0 -0.1 0.067
H -2.40770 4.49608 2.30990 -0.1 0.0 -0.2 0.034
H -2.89697 3.79183 -1.61652 -0.1 -0.2 0.2 0.047
H -1.36996 -0.06027 -5.98287 -0.2 0.0 0.3 0.078
Cl -0.19878 4.70146 -0.19112 0.0 -0.6 0.2 0.113
C -3.35686 2.95739 -1.07120 -0.3 -0.1 -0.1 -0.245
C 2.46260 -6.09988 1.25226 0.0 0.2 0.0 -0.060
H -1.65154 -0.40466 -1.86292 0.2 0.0 0.2 0.146
H -3.18005 2.03415 -1.63782 -0.1 0.2 0.1 0.035
H 2.76240 1.71666 2.73703 0.1 -0.1 -0.2 0.037
H -4.55759 1.86446 1.56969 0.2 -0.2 0.0 0.067
H 0.48124 3.43414 -4.55712 -0.2 -0.2 -0.1 0.070
C -0.26225 1.13437 -2.47910 0.3 0.6 -0.3 -0.358
H 3.45572 7.65834 0.36957 -0.1 -0.3 0.2 0.116
C 3.14749 1.60083 1.71794 0.1 -0.2 0.1 -0.242
C 1.42272 -5.23947 1.61401 0.0 0.1 -0.3 -0.073
C -3.21270 -4.44195 -1.89539 0.2 0.0 0.2 -0.062
C -1.94257 -4.66418 2.58713 0.2 0.0 0.2 -0.082
C 2.93086 5.56855 0.49400 0.2 -0.1 0.1 -0.133
H 1.64436 -0.34304 -4.09362 -0.1 0.2 -0.2 0.063
C 3.16011 5.87692 3.26412 -0.1 0.0 -0.2 -0.057
C -2.00432 -5.12525 -1.73306 -0.1 0.2 0.0 -0.053
H 3.25308 5.98979 4.34820 -0.1 0.0 -0.4 0.118
C -1.02290 -4.62950 -0.87178 -0.1 0.1 0.1 -0.070
C -3.00579 4.40152 1.39673 0.0 0.1 0.1 -0.270
H -3.06483 1.46627 2.49079 -0.1 0.0 -0.2 0.050
H 2.52926 -7.08163 1.72282 0.0 0.3 -0.1 0.115
P 2.35333 2.80643 0.63432 0.1 0.9 0.2 0.766
H -2.38444 -4.91122 1.62131 0.2 0.0 0.2 0.103
W -0.15320 2.31104 0.35384 0.3 1.0 0.5 0.830
H 4.05736 -4.11741 -1.01269 -0.1 -0.1 0.2 0.107
C 2.75723 4.45323 1.33514 -0.3 0.1 0.0 -0.390
H 0.31984 3.15503 -2.32858 -0.2 -0.2 0.1 0.016
C 2.27747 -3.57263 0.06765 -0.2 -0.5 0.3 -0.117
C 3.27366 6.80959 1.03338 -0.1 -0.1 0.2 -0.061
P -0.19653 1.14218 -4.30268 -0.1 -0.4 1.4 0.888
C -0.89486 -3.97777 5.08946 -0.1 0.0 0.0 -0.072
C -0.37334 2.82624 -4.87531 0.0 0.2 -0.2 -0.167
C 3.25488 2.69868 -0.92951 0.2 -0.1 -0.2 -0.234
P -0.15243 -2.87684 1.22634 0.1 -1.2 0.3 1.114
C -2.35906 -5.34621 3.73514 0.1 0.2 0.0 -0.064
H 2.92330 0.58751 1.36112 0.1 0.2 0.1 0.046
C 1.37097 0.44300 -4.80857 0.1 -0.1 -0.3 -0.151
C 3.40207 -5.70978 0.29487 -0.2 0.2 0.0 -0.065
H -3.09853 -6.14189 3.64428 0.2 0.2 0.1 0.113
H -2.49542 0.66144 -4.78333 0.3 -0.2 0.0 0.077
H -0.00150 -2.01312 -1.64044 0.0 0.3 -0.2 0.073
H -4.35194 -2.68469 -1.34973 0.2 -0.2 0.0 0.110
Cl -0.17179 2.65116 2.72773 0.0 0.0 0.1 0.084
H 4.23363 1.76063 1.70426 -0.3 0.0 0.1 0.074
H -0.48942 -3.70363 6.06338 -0.1 -0.1 -0.2 0.111
C -2.44696 -2.73805 -0.35669 0.3 -0.3 0.0 -0.131
H -1.82341 -6.05728 -2.26635 -0.1 0.2 0.1 0.116
H 3.03032 3.58011 -1.54144 0.1 -0.2 0.1 0.043
H -2.13233 -5.57132 5.87419 0.1 0.2 -0.3 0.114
H -3.43604 0.59799 0.97700 0.0 0.2 0.1 0.037
H 4.19939 -6.39308 -0.00116 -0.2 0.2 0.1 0.114
H 2.21948 -2.57099 -0.36437 0.0 -0.2 0.0 0.086
H 4.33548 2.63967 -0.73514 -0.3 0.1 -0.1 0.073
C -1.25568 -3.46134 -0.13091 -0.2 0.3 -0.3 -0.401
H -1.56335 -0.81924 -4.36383 0.0 0.2 -0.2 0.069
C -0.60162 -0.10871 -1.67817 0.2 -0.9 -1.1 -0.368
H -4.07250 4.42487 1.65411 0.2 -0.1 -0.1 0.067
C 2.82545 4.62976 2.72573 0.2 0.0 0.0 -0.104
H 2.78275 5.48046 -0.58476 0.2 0.0 0.4 0.086
C -0.94880 -3.67779 2.67927 -0.3 0.3 0.4 -0.386
C 0.03517 0.24414 0.94642 -1.1 -0.5 -2.0 -0.127
H -2.76612 5.24463 0.73943 -0.1 -0.3 0.1 0.030
```
Positions in Å, forces in eV/Å.

total charge = +2
electronic energy = -105208.12751 eV
LUMO energy (spin up / spin down) = -0.2414 / -0.2996 Ha
max |F| = 2.343 eV Å⁻¹
ΔE to the lowest compared entry with this formula, charge and spin = 0.0 kJ/mol
multiplicity = 3
expectation value of S² = 2.022
HOMO level (spin up / spin down) = -12.6 / -12.5 eV